ORCA calculation (the ωB97M-V functional and the def2-TZVPD basis) on a molecular structure, C20H15Br2N6O2S4SbTi at a distorted geometry.

2S+1 = 2
LUMO level (spin up / spin down) = 1.6 / 1.5 eV
net charge = -1
largest force on an atom = 1.08 eV Å⁻¹

CARTESIAN COORDINATES (ANGSTROEM)
C1 -2.739 2.896 2.328
C2 -2.525 -2.396 -2.933
H1 0.141 4.625 -2.698
N1 -2.539 -0.321 3.034
C3 -1.443 4.486 3.562
C4 -1.336 3.196 -3.339
Sb1 3.493 1.013 0.595
S1 3.881 2.202 -1.329
H2 -4.260 3.641 5.249
C5 -1.105 1.047 -2.391
H3 -2.699 4.955 6.532
C6 -1.646 -0.133 2.060
S2 2.150 -1.038 -0.201
Ti1 0.281 0.251 0.165
H4 -2.011 -4.133 -1.770
C7 -1.059 -2.333 -1.077
H5 -2.805 -0.517 -3.930
C8 0.366 2.709 -1.759
H6 -0.861 3.687 1.661
C9 -3.684 2.864 3.336
H7 -1.027 -2.993 4.417
C10 -2.281 -1.333 3.855
H8 1.228 2.968 -1.154
N2 -1.715 0.773 1.073
Br1 -2.247 4.401 -4.472
O1 -4.211 1.236 0.952
N3 -0.496 -0.849 1.916
O2 -2.569 2.614 -0.264
S3 -2.905 1.843 0.913
N4 -0.872 -1.030 -1.225
Br2 -3.680 -3.335 -4.095
H9 -1.274 5.535 5.898
C11 -0.277 -1.872 2.724
N5 -0.075 1.461 -1.638
C12 -3.518 3.658 4.459
S4 1.360 1.932 1.431
H10 -4.538 2.209 3.234
C13 -1.791 1.889 -3.245
H11 -3.004 -1.494 4.649
N6 -2.234 5.297 5.705
C14 -2.325 -1.039 -3.118
C15 -2.393 4.471 4.586
H12 -0.558 5.104 3.656
C16 -1.180 -2.170 3.735
C17 -0.237 3.617 -2.621
C18 -1.614 3.701 2.439
H13 -2.658 1.569 -3.799
C19 -1.464 -0.389 -2.242
H14 0.644 -2.419 2.557
C20 -1.880 -3.072 -1.915
H15 -0.524 -2.794 -0.256

These are the Löwdin partial charges, in e, on atoms 1 to 2: C -0.29; C -0.67



ORCA calculation (the ωB97M-V functional and the def2-TZVPD basis) on a molecular structure, C20H15Cl8CuN6O2P at a distorted geometry.

2S+1 = 2
LUMO level (spin up / spin down) = -0.1 / -0.1 eV
net charge = 0
largest force on an atom = 1.34 eV Å⁻¹

CARTESIAN COORDINATES (ANGSTROEM)
H1 -3.734 -1.581 2.860
N1 1.736 -1.611 2.524
C1 1.697 3.058 -0.126
C2 2.536 4.157 -0.285
C3 -1.717 -0.314 1.304
H2 -2.591 -4.379 0.530
H3 -2.556 -0.812 3.943
Cl1 -1.443 4.024 -4.520
N2 1.415 -0.459 0.679
P1 -0.856 -1.904 1.508
O1 -0.729 3.101 -1.887
C4 3.677 2.982 -2.058
H4 3.796 -1.138 2.807
Cl2 0.529 3.088 1.126
H5 -0.254 -1.748 -3.314
Cl3 2.351 5.560 0.687
Cl4 -1.079 1.248 -5.221
C5 -1.614 2.363 -3.971
H6 1.210 -3.470 3.308
C6 2.695 -0.292 1.069
H7 -3.974 1.842 2.015
Cl5 2.962 0.515 -2.877
C7 2.913 -1.007 2.215
C8 3.542 4.107 -1.247
C9 -1.021 -3.454 -2.121
N3 -2.758 0.091 2.075
H8 -1.925 -5.469 -0.696
N4 -0.397 -1.532 -1.223
C10 -0.522 -2.205 -2.383
H9 -4.118 -0.031 3.632
O2 -0.439 0.965 -2.500
N5 -1.457 0.576 0.367
C11 -3.160 1.295 1.584
Cl6 4.636 5.415 -1.409
N6 -1.200 -3.528 -0.774
C12 -0.824 2.145 -2.622
C13 2.795 1.918 -1.890
C14 -3.321 -0.623 3.187
Cu1 0.382 0.462 -0.842
C15 -1.688 -4.650 -0.021
H10 -1.248 -4.273 -2.773
H11 0.667 -2.073 4.256
H12 2.377 -2.536 4.264
C16 1.482 -2.470 3.649
C17 -2.341 1.581 0.524
C18 -0.811 -2.333 -0.262
Cl7 4.933 2.910 -3.229
H13 -0.930 -4.982 0.692
Cl8 -3.312 2.037 -3.582
C19 1.796 1.928 -0.926
H14 -2.330 2.436 -0.123
H15 3.372 0.323 0.515
C20 0.846 -1.253 1.563

These are the Löwdin partial charges, in e, on atoms 1 to 2: H 0.09; N -0.13